Run P
Below is a single C8H7N molecule, with properties calculated with ωB97M-V/def2-TZVPD.

```
16
C8H7N ωB97M-V/def2-TZVPD
C -0.564 -1.475 -0.589
C -0.495 -1.306 0.724
C -0.527 1.024 -0.627
C -0.552 1.725 0.632
C -1.298 -0.153 -0.847
C -1.234 0.030 0.786
C 0.788 1.438 -0.252
C 1.920 0.478 0.037
N -2.430 0.010 0.030
H -0.223 -2.200 -1.298
H -0.096 -1.854 1.553
H 1.096 2.405 -0.632
H 2.875 0.998 0.043
H 1.965 -0.311 -0.716
H 1.780 0.015 1.015
H -3.004 -0.823 0.141
```

Mulliken analysis output, partial charges in e: C -0.78; C -0.75; C 0.32; C -0.91; C 0.64; C 0.76; C 0.03; C -1.24; N -0.56; H 0.40; H 0.42; H 0.45; H 0.39; H 0.27; H 0.28; H 0.28

=====

Run Q
Below is a single C8H7N molecule, with properties calculated with ωB97M-V/def2-TZVPD.

```
16
C8H7N ωB97M-V/def2-TZVPD
C -0.481 -1.800 0.120
C 0.612 -1.026 0.229
C 0.645 0.246 -0.565
C 0.382 1.546 0.134
C -0.806 1.204 1.054
C -1.513 0.622 0.061
C -2.788 0.099 -0.115
N -3.787 -0.496 -0.168
C -0.552 1.007 -1.010
H -1.181 -1.666 -0.696
H -0.736 -2.704 0.688
H 1.340 -1.068 1.004
H 1.487 0.373 -1.137
H 1.101 2.315 0.007
H -0.907 1.281 2.182
H -0.675 1.437 -2.007
```

* SMILES: C=C[C@@H]1[C@@H]2C=C(C#N)[C@H]12

Mulliken analysis output, partial charges in e: C -0.73; C -0.36; C -0.22; C -0.45; C -0.17; C -0.29; C 0.08; N -0.54; C -0.12; H 0.27; H 0.29; H 0.38; H 0.60; H 0.46; H 0.39; H 0.41

=====

Which structure loses on stability? run P does.

=====

Run P
Below is a 2-piece molecular cluster, C3H11N2S overall, with properties calculated with ωB97M-V/def2-TZVPD.

```
17
C3H11N2S ωB97M-V/def2-TZVPD
C 0.706 0.403 2.652
S 0.524 -0.302 1.009
C -1.231 -0.941 1.228
H -0.264 0.719 3.022
H 1.335 1.289 2.713
H 1.248 -0.426 3.082
H -1.760 -1.117 0.304
H -1.013 -1.705 1.963
H -1.775 -0.091 1.646
N 1.436 0.441 -2.296
C 0.259 -0.062 -2.598
N -0.819 0.111 -1.836
H 1.835 0.511 -1.362
H 1.897 1.200 -2.791
H 0.031 -0.503 -3.557
H -1.676 0.229 -2.364
H -0.733 0.243 -0.818
```

* total charge: +1

Mulliken analysis output, partial charges in e: C -0.80; S -0.19; C -1.02; H 0.29; H 0.35; H 0.31; H 0.43; H 0.32; H 0.35; N -0.36; C 0.20; N -0.16; H 0.23; H 0.28; H 0.37; H 0.26; H 0.15

=====

Run Q
Below is an isolated ion of composition C3H11N2S and charge +1, with properties calculated with ωB97M-V/def2-TZVPD.

```
17
C3H11N2S ωB97M-V/def2-TZVPD
N 1.104 -1.749 0.641
C -0.241 -1.301 0.242
C -0.192 0.101 -0.431
N 1.201 0.689 -0.249
C -1.186 1.039 0.228
S -1.405 2.635 -0.603
H 1.100 -2.020 1.619
H 1.422 -2.573 0.143
H -0.832 -1.229 1.149
H -0.754 -1.993 -0.424
H -0.354 0.059 -1.503
H 1.756 0.674 -1.103
H 1.647 0.092 0.468
H 1.108 1.672 0.020
H -0.870 1.260 1.253
H -2.131 0.522 0.391
H -1.374 2.123 -1.839
```

* total charge: +1
* SMILES: NC[C@H]([NH3+])CS

Mulliken analysis output, partial charges in e: N -0.61; C -0.64; C 0.07; N -0.23; C -1.17; S -0.13; H 0.24; H 0.23; H 0.41; H 0.33; H 0.38; H 0.32; H 0.37; H 0.36; H 0.48; H 0.44; H 0.15

=====

Which structure loses on stability? run P does.

=====

Run P
Below is a 2-piece molecular cluster, C22H30ClN3O2 overall, with properties calculated with ωB97M-V/def2-TZVPD.

```
58
C22H30ClN3O2 ωB97M-V/def2-TZVPD
C -5.675 1.771 -0.098
N -4.998 0.828 0.795
C -4.047 -0.091 0.564
O -3.757 -0.829 1.495
C -3.333 -0.308 -0.800
C -1.790 -0.314 -0.661
C -1.063 -1.033 -1.817
C 0.411 -0.632 -1.870
C -1.137 -2.554 -1.654
N -3.690 0.626 -1.880
C -4.241 0.360 -3.063
C -4.603 -1.062 -3.445
O -4.471 1.272 -3.841
H -4.975 2.526 -0.460
H -6.475 2.276 0.446
H -6.119 1.243 -0.945
H -5.328 0.808 1.749
H -3.633 -1.314 -1.087
H -1.505 -0.802 0.272
H -1.444 0.720 -0.601
H -1.514 -0.755 -2.769
H 0.903 -0.879 -0.928
H 0.493 0.439 -2.052
H 0.910 -1.160 -2.683
H -0.619 -3.039 -2.481
H -0.669 -2.855 -0.716
H -2.174 -2.885 -1.656
H -3.501 1.603 -1.722
H -3.712 -1.685 -3.433
H -5.343 -1.446 -2.746
H -5.023 -1.058 -4.450
N 4.251 2.042 -2.757
C 3.474 2.706 -1.704
C 3.424 1.840 -0.468
C 2.216 1.638 0.213
C 2.177 0.866 1.379
C 3.345 0.287 1.895
C 3.281 -0.494 3.139
C 4.043 -0.118 4.257
C 3.991 -0.862 5.441
C 3.180 -1.998 5.517
C 2.414 -2.381 4.411
C 2.459 -1.627 3.232
C 4.560 0.474 1.208
Cl 6.050 -0.269 1.749
C 4.588 1.247 0.042
H 4.245 2.586 -3.618
H 3.904 1.096 -2.919
H 2.460 2.902 -2.068
H 3.933 3.669 -1.457
H 1.301 2.089 -0.159
H 1.236 0.729 1.904
H 4.681 0.760 4.203
H 4.587 -0.562 6.298
H 3.145 -2.581 6.432
H 1.782 -3.262 4.469
H 1.864 -1.934 2.377
H 5.530 1.385 -0.480
```

* SMILES: CNC(=O)[C@H](CC(C)C)NC(C)=O.NCc1ccc(-c2ccccc2)c(Cl)c1

Mulliken analysis output, partial charges in e: C -0.73; N -0.13; C -0.15; O -0.70; C 0.39; C -1.24; C 1.02; C -1.53; C -1.68; N 0.02; C 0.66; C -1.01; O -0.69; H 0.22; H 0.34; H 0.24; H 0.29; H 0.21; H 0.55; H 0.38; H 0.15; H 0.17; H 0.37; H 0.44; H 0.43; H 0.36; H 0.42; H 0.29; H 0.25; H 0.31; H 0.33; N -0.58; C -0.68; C 0.37; C -0.72; C -0.54; C 0.49; C -0.20; C -0.26; C -0.61; C -0.40; C -0.62; C -0.43; C 0.38; Cl -0.22; C -0.53; H 0.23; H 0.19; H 0.34; H 0.33; H 0.42; H 0.51; H 0.46; H 0.36; H 0.37; H 0.38; H 0.51; H 0.45

=====

Run Q
Below is a single C22H30ClN3O2 molecule, with properties calculated with ωB97M-V/def2-TZVPD.

```
58
C22H30ClN3O2 ωB97M-V/def2-TZVPD
C 0.925 -2.530 -2.899
C 0.474 -1.137 -2.488
O 0.314 -1.010 -1.074
C -0.851 -1.381 -0.546
O -1.752 -1.862 -1.185
C -0.918 -1.116 0.958
C -0.663 -2.466 1.680
C 0.576 -3.178 1.224
C 0.517 -4.071 0.160
C 1.649 -4.727 -0.287
C 2.862 -4.488 0.338
Cl 4.287 -5.296 -0.222
C 2.944 -3.618 1.412
C 1.800 -2.975 1.851
C -2.345 -0.653 1.313
C -2.460 0.861 1.212
N -1.651 1.510 2.232
C -1.448 2.928 1.968
C -0.736 3.262 0.691
C -1.315 3.434 -0.551
N -0.323 3.693 -1.426
C -0.434 3.891 -2.845
C -0.553 2.560 -3.586
N 0.865 3.693 -0.827
C 0.647 3.436 0.453
C 1.777 3.390 1.420
C -0.452 0.756 2.564
C 0.094 -0.039 1.379
H 1.124 -2.542 -3.967
H 0.147 -3.254 -2.677
H 1.829 -2.806 -2.362
H 1.231 -0.393 -2.747
H -0.477 -0.891 -2.973
H -1.529 -3.105 1.496
H -0.601 -2.264 2.751
H -0.431 -4.259 -0.322
H 1.593 -5.421 -1.111
H 3.890 -3.451 1.902
H 1.865 -2.320 2.708
H -3.051 -1.123 0.626
H -2.599 -0.960 2.327
H -3.500 1.171 1.367
H -2.169 1.166 0.193
H -2.444 3.385 1.945
H -0.904 3.345 2.819
H -2.343 3.420 -0.854
H -1.309 4.516 -3.047
H 0.467 4.419 -3.165
H -1.435 2.016 -3.255
H 0.325 1.949 -3.391
H -0.630 2.734 -4.655
H 2.611 3.961 1.021
H 1.477 3.807 2.379
H 2.111 2.364 1.575
H -0.702 0.069 3.384
H 0.305 1.445 2.937
H 0.267 0.652 0.553
H 1.053 -0.494 1.624
```

* SMILES: CCOC(=O)C1(Cc2ccc(Cl)cc2)CCN(Cc2cn(CC)nc2C)CC1

Mulliken analysis output, partial charges in e: C -1.26; C -0.29; O -0.17; C -0.70; O -0.65; C 2.91; C -1.49; C -0.09; C -0.04; C -0.96; C 0.45; Cl -0.23; C -1.02; C -0.02; C -1.76; C -0.36; N 0.16; C -1.59; C 1.11; C -0.96; N 0.84; C -0.61; C -0.95; N -1.11; C 0.69; C -1.28; C -1.34; C -0.81; H 0.49; H 0.27; H 0.24; H 0.34; H 0.38; H 0.47; H 0.53; H 0.46; H 0.45; H 0.44; H 0.49; H 0.57; H 0.42; H 0.49; H 0.09; H 0.42; H 0.41; H 0.47; H 0.32; H 0.34; H 0.30; H 0.16; H 0.46; H 0.44; H 0.35; H 0.16; H 0.39; H 0.44; H 0.09; H 0.66

=====

Which structure loses on stability? run Q does.